Version one
Below is a cluster of 2 separate species, C3H6O in total, with properties calculated with ωB97M-V with the def2-TZVPD basis set.

The geometry in ORCA input format:
```
! RIJCOSX wB97M-V def2-TZVPD def2/J DEFGRID3
* xyz 0 1
H -0.275 -1.143 -1.575
H -0.635 1.908 -1.467
H -0.308 -0.742 3.124
H 1.402 -0.432 3.167
H 1.211 0.051 -1.733
O 0.706 -0.524 1.233
C 0.068 -0.143 -1.672
C -0.845 0.860 -1.588
C 0.529 -0.491 2.470
H -1.852 0.655 -1.958
*
```

Properties
M: 58.080 g mol⁻¹
highest occupied orbital energy: -9.29 eV
Kohn-Sham gap: 9.7 eV

---

Version two
Below is an isolated molecule of C3H6O, with properties calculated with ωB97M-V with the def2-TZVPD basis set.

The geometry in ORCA input format:
```
! RIJCOSX wB97M-V def2-TZVPD def2/J DEFGRID3
* xyz 0 1
C 0.305 0.174 -0.571
H 0.158 -0.782 -1.027
H 1.377 -0.988 1.084
H 0.113 -2.033 0.455
C 0.368 -0.956 0.679
O -1.713 1.136 0.337
H 1.238 0.703 -0.839
H -0.397 -0.615 1.365
C -0.785 1.213 -0.435
H -0.663 2.148 -1.048
*
```

Properties
M: 58.080 g mol⁻¹
highest occupied orbital energy: -9.95 eV
Kohn-Sham gap: 10.9 eV

---

Version three
Below is an isolated molecule of C3H6O, with properties calculated with ωB97M-V with the def2-TZVPD basis set.

The geometry in ORCA input format:
```
! RIJCOSX wB97M-V def2-TZVPD def2/J DEFGRID3
* xyz 0 1
H -1.065 -0.184 0.978
C 0.424 -1.014 -0.306
H 0.588 -0.070 1.473
C -0.494 1.296 -0.140
H 1.335 -0.577 -0.653
H 0.766 -1.853 0.247
H -1.466 1.282 -0.717
C -0.134 0.079 0.656
O 0.194 2.348 -0.292
H -0.148 -1.307 -1.246
*
```

Properties
M: 58.080 g mol⁻¹
highest occupied orbital energy: -9.91 eV
Kohn-Sham gap: 10.7 eV

---

Version four
Below is an isolated molecule of C3H6O, with properties calculated with ωB97M-V with the def2-TZVPD basis set.

The geometry in ORCA input format:
```
! RIJCOSX wB97M-V def2-TZVPD def2/J DEFGRID3
* xyz 0 1
C 0.847 -0.513 -0.292
C -1.332 0.611 0.138
H -1.005 -1.449 0.381
H -2.341 0.604 0.519
H 1.435 -0.787 0.686
H -0.904 1.578 -0.073
H 1.477 0.972 0.337
C -0.608 -0.493 0.069
O 1.406 0.703 -0.661
H 1.026 -1.228 -1.104
*
```

Properties
M: 58.080 g mol⁻¹
highest occupied orbital energy: -9.85 eV
Kohn-Sham gap: 10.7 eV

---

Result of the stability comparison: version three is the most stable of them.

---

Version one
Below is an isolated molecule of C3H6O, with properties calculated with ωB97M-V with the def2-TZVPD basis set.

The geometry in ORCA input format:
```
! RIJCOSX wB97M-V def2-TZVPD def2/J DEFGRID3
* xyz 0 1
C 1.260 -0.217 -0.313
H 2.122 0.346 0.053
C -1.226 -0.087 0.403
O -0.006 1.794 -0.415
H -1.561 -0.839 -0.324
H 1.412 -0.388 -1.385
C 0.005 0.617 -0.126
H -1.001 -0.618 1.335
H -2.022 0.641 0.568
H 1.209 -1.188 0.189
*
```

Properties
M: 58.080 g mol⁻¹
highest occupied orbital energy: -9.68 eV
Kohn-Sham gap: 10.7 eV

---

Version two
Below is an isolated molecule of C3H6O, with properties calculated with ωB97M-V with the def2-TZVPD basis set.

The geometry in ORCA input format:
```
! RIJCOSX wB97M-V def2-TZVPD def2/J DEFGRID3
* xyz 0 1
C 0.151 0.404 -0.394
O -1.217 0.485 1.602
H -0.453 2.177 0.831
H -0.227 -1.665 -1.027
H 1.081 0.969 -0.559
H -0.038 -1.455 0.708
H -0.453 0.544 -1.295
H 1.385 -1.411 -0.376
C -0.567 1.070 0.769
C 0.338 -1.119 -0.261
*
```

Properties
M: 58.080 g mol⁻¹
highest occupied orbital energy: -9.94 eV
Kohn-Sham gap: 11.0 eV

---

Version three
Below is a structure of composition C3H6O, with properties calculated with ωB97M-V with the def2-TZVPD basis set.

The geometry in ORCA input format:
```
! RIJCOSX wB97M-V def2-TZVPD def2/J DEFGRID3
* xyz 0 1
H 1.571 -1.043 1.212
H -1.123 -1.516 -0.847
H -2.083 -0.046 -0.172
H 0.999 -1.618 -0.735
H 2.299 0.174 -0.402
H -1.526 -1.273 0.949
C -1.215 -0.654 -0.006
C -0.015 0.231 0.034
O -0.088 1.418 -0.007
C 1.325 -0.582 -0.020
*
```

Properties
M: 58.080 g mol⁻¹
highest occupied orbital energy: -9.80 eV
Kohn-Sham gap: 10.6 eV

---

Result of the stability comparison: version one is the most stable of them.

---

Version one
Below is an isolated molecule of C2H3NOS, with properties calculated with ωB97M-V with the def2-TZVPD basis set.

The geometry in ORCA input format:
```
! RIJCOSX wB97M-V def2-TZVPD def2/J DEFGRID3
* xyz 0 1
N -1.520 -0.149 0.061
H 2.216 -0.525 0.581
O 1.505 1.129 -0.111
S -0.037 -1.076 -0.069
C 1.344 -0.069 0.133
C -1.388 1.145 0.027
H -0.385 1.628 -0.067
H -2.363 1.665 0.092
*
```

Properties
M: 89.119 g mol⁻¹
highest occupied orbital energy: -9.81 eV
Kohn-Sham gap: 9.9 eV

---

Version two
Below is an isolated molecule of C2H3NOS, with properties calculated with ωB97M-V with the def2-TZVPD basis set.

The geometry in ORCA input format:
```
! RIJCOSX wB97M-V def2-TZVPD def2/J DEFGRID3
* xyz 0 1
C -0.249 0.309 0.102
H 0.827 -0.699 1.683
N -1.739 0.108 0.019
O -3.886 -0.611 -0.541
C -2.794 -0.351 -0.297
H -0.164 0.959 0.906
H 0.065 0.709 -0.926
S 0.533 -1.229 0.594
*
```

Properties
M: 89.119 g mol⁻¹
highest occupied orbital energy: -9.74 eV
Kohn-Sham gap: 10.3 eV

---

Result of the stability comparison: version two is the most stable of them.

---

Version one
Below is an isolated molecule of C2H3NOS, with properties calculated with ωB97M-V with the def2-TZVPD basis set.

The geometry in ORCA input format:
```
! RIJCOSX wB97M-V def2-TZVPD def2/J DEFGRID3
* xyz 0 1
C -0.425 -0.549 0.058
N -0.079 0.590 0.462
H -0.007 -1.079 -0.810
H 1.011 2.177 -0.177
H -1.061 -1.016 0.747
O 2.277 -1.224 0.127
C 1.080 1.086 -0.010
S 2.522 0.218 -0.039
*
```

Properties
M: 89.119 g mol⁻¹
highest occupied orbital energy: -8.81 eV
Kohn-Sham gap: 8.3 eV

---

Version two
Below is a cluster of 2 separate species, C2H3NOS in total, with properties calculated with ωB97M-V with the def2-TZVPD basis set.

The geometry in ORCA input format:
```
! RIJCOSX wB97M-V def2-TZVPD def2/J DEFGRID3
* xyz 0 1
C 2.116 -0.035 -0.588
N -1.501 0.038 0.032
H 1.733 0.493 -1.448
H 3.084 -0.429 -0.639
C -2.317 0.218 0.875
S 1.168 -0.195 0.727
H -1.199 -0.606 -0.638
O -3.084 0.516 1.678
*
```

Properties
M: 89.119 g mol⁻¹
highest occupied orbital energy: -8.65 eV
Kohn-Sham gap: 8.1 eV

---

Version three
Below is an isolated molecule of C2H3NOS, with properties calculated with ωB97M-V with the def2-TZVPD basis set.

The geometry in ORCA input format:
```
! RIJCOSX wB97M-V def2-TZVPD def2/J DEFGRID3
* xyz 0 1
S 1.999 0.062 -0.031
H -1.811 -1.136 0.137
H -0.772 -0.725 -1.260
H 0.866 2.199 0.491
C 0.684 1.101 0.245
O 0.157 -1.550 0.314
N -0.481 0.682 0.247
C -0.641 -0.633 -0.143
*
```

Properties
M: 89.119 g mol⁻¹
highest occupied orbital energy (alpha / beta): -9.66 / -9.47 eV
Kohn-Sham gap (alpha / beta): 7.6 / 7.2 eV

---

Result of the stability comparison: version two is the most stable of them.

---

Version one
Below is an isolated molecule of C5H8N2, with properties calculated with ωB97M-V with the def2-TZVPD basis set.

The geometry in ORCA input format:
```
! RIJCOSX wB97M-V def2-TZVPD def2/J DEFGRID3
* xyz 0 1
H 1.884 -1.606 -1.276
H -1.586 -0.582 -0.836
C -0.689 -1.113 -0.496
H 2.507 -0.216 -0.152
H -0.312 2.683 0.892
H -0.688 1.101 1.566
C -0.651 1.677 0.630
H -1.677 1.774 0.251
N -1.049 -1.971 1.961
C -0.894 -1.616 0.871
C 0.321 1.102 -0.354
N 0.480 -0.214 -0.536
H 1.152 1.695 -0.719
H -0.502 -1.954 -1.175
C 1.704 -0.760 -0.627
*
```

Properties
M: 96.133 g mol⁻¹
highest occupied orbital energy (alpha / beta): -7.11 / -7.17 eV
Kohn-Sham gap (alpha / beta): 7.7 / 7.8 eV

---

Version two
Below is a cluster of 3 separate species, C5H8N2 in total, with properties calculated with ωB97M-V with the def2-TZVPD basis set.

The geometry in ORCA input format:
```
! RIJCOSX wB97M-V def2-TZVPD def2/J DEFGRID3
* xyz 0 1
H 1.716 2.476 -1.241
H -0.940 2.377 -0.933
H 2.716 1.319 -0.543
C -1.416 0.390 -0.199
C 0.770 -0.244 0.318
C -0.967 -1.764 0.879
H -2.492 0.270 -0.212
H -1.980 -2.100 0.671
C 0.754 1.029 -0.187
C -0.629 1.445 -0.473
H 0.662 -2.552 0.078
N 1.845 1.830 -0.475
H -0.431 -2.188 1.717
H 1.120 -1.784 0.119
N -0.579 -0.603 0.377
*
```

Properties
M: 96.133 g mol⁻¹
highest occupied orbital energy (alpha / beta): -7.59 / -7.59 eV
Kohn-Sham gap (alpha / beta): 7.1 / 7.1 eV

---

Result of the stability comparison: version one is the most stable of them.

---

Version one
Below is a structure of composition C5H8N2, with properties calculated with ωB97M-V with the def2-TZVPD basis set.

The geometry in ORCA input format:
```
! RIJCOSX wB97M-V def2-TZVPD def2/J DEFGRID3
* xyz 0 1
H 1.244 1.856 -1.378
H -0.487 -2.546 0.985
C 0.319 -0.873 2.014
N -0.198 1.000 0.889
H -0.723 1.862 -1.224
H 0.170 1.264 -2.891
C -0.244 -1.479 0.891
C -0.085 -0.198 0.267
H -0.960 -0.517 -1.756
C -0.056 -0.109 -1.258
H 1.343 -0.859 2.288
C 0.204 1.424 -1.699
H 0.823 -0.710 -1.638
H -0.634 1.041 1.800
N -0.716 -1.156 2.711
*
```

Properties
M: 96.133 g mol⁻¹
highest occupied orbital energy: -9.10 eV
Kohn-Sham gap: 9.0 eV

---

Version two
Below is an isolated molecule of C5H8N2, with properties calculated with ωB97M-V with the def2-TZVPD basis set.

The geometry in ORCA input format:
```
! RIJCOSX wB97M-V def2-TZVPD def2/J DEFGRID3
* xyz 0 1
C 2.309 0.472 0.090
H -2.476 -1.217 -0.183
H -3.273 0.221 0.289
H -1.619 1.026 -1.155
H 2.801 -1.638 0.010
C 0.585 -0.953 -0.060
H -1.968 -0.555 1.264
C -2.311 -0.194 0.323
H 0.031 -1.833 -0.253
H 3.162 1.089 -0.040
C 0.114 0.269 -0.109
N 1.116 1.191 -0.045
N -1.354 0.773 -0.286
H 0.863 2.183 0.189
C 2.020 -0.835 -0.035
*
```

Properties
M: 96.133 g mol⁻¹
highest occupied orbital energy: -8.16 eV
Kohn-Sham gap: 9.3 eV

---

Version three
Below is an isolated molecule of C5H8N2, with properties calculated with ωB97M-V with the def2-TZVPD basis set.

The geometry in ORCA input format:
```
! RIJCOSX wB97M-V def2-TZVPD def2/J DEFGRID3
* xyz 0 1
C 0.726 -0.813 -0.973
H -0.540 2.338 -1.704
H 1.212 -1.303 -1.806
H 0.968 -2.178 0.797
N -0.444 0.695 0.238
H 0.207 0.247 2.991
H -0.439 -1.402 2.762
C -0.160 1.391 -2.095
C 0.051 0.430 -0.966
C 0.604 -1.280 0.315
H -0.889 1.003 -2.817
C -0.473 -0.372 2.398
H -1.489 0.014 2.498
N -0.106 -0.356 1.000
H 0.771 1.585 -2.637
*
```

Properties
M: 96.133 g mol⁻¹
highest occupied orbital energy: -8.94 eV
Kohn-Sham gap: 10.0 eV

---

Result of the stability comparison: version three is the most stable of them.

---

Version one
Below is an isolated molecule of C5H8N2, with properties calculated with ωB97M-V with the def2-TZVPD basis set.

The geometry in ORCA input format:
```
! RIJCOSX wB97M-V def2-TZVPD def2/J DEFGRID3
* xyz 0 1
C 1.314 0.554 -0.049
C -0.001 1.050 0.073
C 1.165 -0.797 -0.245
H 0.480 3.098 0.425
H -0.957 2.869 -0.586
H -1.087 -2.730 -1.110
C -0.788 -2.350 -0.128
H -0.068 -3.034 0.328
H 2.234 1.117 -0.001
H -1.050 2.577 1.158
H 1.891 -1.582 -0.419
C -0.409 2.477 0.278
N -0.165 -1.046 -0.217
N -0.891 0.067 -0.020
H -1.668 -2.269 0.513
*
```

Properties
M: 96.133 g mol⁻¹
highest occupied orbital energy: -8.95 eV
Kohn-Sham gap: 10.0 eV

---

Version two
Below is an isolated molecule of C5H8N2, with properties calculated with ωB97M-V with the def2-TZVPD basis set.

The geometry in ORCA input format:
```
! RIJCOSX wB97M-V def2-TZVPD def2/J DEFGRID3
* xyz 0 1
C -0.533 0.830 1.774
H 1.948 0.595 -1.484
H 0.507 -0.107 -2.257
N 0.214 0.466 -0.292
C 0.857 0.666 -1.571
C 0.076 1.412 0.690
H -1.174 -2.342 -0.655
C -0.292 -0.730 0.164
H 0.442 -2.518 -0.448
N -0.286 -1.855 -0.695
H 0.597 1.653 -1.964
H -0.788 1.326 2.701
H -1.225 -1.289 2.065
H 0.419 2.425 0.529
C -0.762 -0.533 1.443
*
```

Properties
M: 96.133 g mol⁻¹
highest occupied orbital energy: -7.92 eV
Kohn-Sham gap: 8.9 eV

---

Result of the stability comparison: version two is the most stable of them.

---

Version one
Below is a cluster of 2 separate species, C2H12N4 in total, with properties calculated with ωB97M-V with the def2-TZVPD basis set.

The geometry in ORCA input format:
```
! RIJCOSX wB97M-V def2-TZVPD def2/J DEFGRID3
* xyz 0 1
H 3.181 -1.213 -0.600
C 2.735 -0.255 -0.319
N -0.698 -0.765 -0.322
H -1.326 2.338 -0.139
C -1.509 0.248 0.218
H 2.215 -1.071 1.449
N 1.764 -0.447 0.764
H 1.722 0.442 1.278
N -1.332 1.414 -0.559
H 0.273 -0.850 0.021
H 3.530 0.427 -0.003
N -2.862 -0.138 0.139
H -3.196 -1.032 0.485
H -0.877 1.359 -1.465
H -1.039 -1.568 -0.838
H -1.232 0.438 1.258
H 2.233 0.167 -1.194
H -3.582 0.506 -0.171
*
```

Properties
M: 92.146 g mol⁻¹
highest occupied orbital energy: -7.68 eV
Kohn-Sham gap: 8.7 eV

---

Version two
Below is a structure of composition C2H12N4, with properties calculated with ωB97M-V with the def2-TZVPD basis set.

The geometry in ORCA input format:
```
! RIJCOSX wB97M-V def2-TZVPD def2/J DEFGRID3
* xyz 0 1
H 1.008 3.631 -0.583
C 1.017 1.983 0.622
H 0.315 2.358 1.369
N 0.699 -0.861 -1.051
H 2.038 2.128 1.003
H -1.660 -1.548 -1.914
N 0.755 2.650 -0.642
H -2.295 0.041 2.001
C -0.147 -1.664 -0.551
H 0.853 0.915 0.479
N 0.217 -2.435 0.530
H 1.325 2.226 -1.366
H -1.727 0.325 1.548
H -0.516 -2.648 1.186
N -1.445 -1.866 -0.982
H 0.376 -0.380 -1.883
H 1.075 -2.121 0.959
H -1.888 -2.734 -0.724
*
```

Properties
M: 92.146 g mol⁻¹
highest occupied orbital energy: -8.88 eV
Kohn-Sham gap: 9.8 eV

---

Version three
Below is a cluster of 2 separate species, C2H12N4 in total, with properties calculated with ωB97M-V with the def2-TZVPD basis set.

The geometry in ORCA input format:
```
! RIJCOSX wB97M-V def2-TZVPD def2/J DEFGRID3
* xyz 0 1
H 2.221 -0.355 -0.922
N -3.823 0.777 -1.007
H 0.910 -0.785 -0.139
H -2.390 -0.622 -0.400
H 4.493 -1.360 1.093
H -1.969 0.092 -1.797
C 2.530 -0.715 1.044
N 1.711 -0.159 -0.060
H -4.042 1.525 -1.643
H -1.803 1.298 1.002
H 2.830 0.176 1.629
C -2.433 0.372 -0.831
N -1.593 1.221 0.006
H 3.700 -1.813 -0.202
H 1.836 -1.113 1.797
H -4.240 0.945 -0.104
H -1.515 2.192 -0.262
N 3.578 -1.676 0.797
*
```

Properties
M: 92.146 g mol⁻¹
highest occupied orbital energy: -8.64 eV
Kohn-Sham gap: 9.7 eV

---

Result of the stability comparison: version two is the most stable of them.